Record 1
Molecular formula: C29H65AsBrClCsN5O6Si5
Method: DFT, wB97M-V/def2-TZVPD

Computed properties:
Kohn-Sham gap	4.416	eV
total energy	-234202.3201	eV
charge	-2

Each line ends with the Löwdin charge.
Positions of all 114 atoms, in Å:
Cs (-1.8945, -0.8776, -0.8643)  0.886
O (-4.7926, -1.2304, -3.7582)  -0.366
Cl (-3.5961, -0.4358, -3.8862)  0.588
O (-3.5620, 0.2191, -5.1617)  -0.348
O (-3.5563, 0.5437, -2.8239)  -0.493
O (-2.4350, -1.2970, -3.7483)  -0.507
N (-0.4685, -2.4130, 1.6727)  0.044
C (0.1714, -1.9430, 2.8815)  -0.321
C (1.3496, -2.8154, 3.3624)  -0.135
C (2.5767, -2.7117, 2.4597)  -0.178
C (3.1886, -1.3155, 2.3757)  -0.188
N (3.6282, -0.7845, 3.6705)  0.055
C (2.7521, -0.2238, 4.5617)  -0.566
N (1.7477, 0.5320, 4.2993)  0.126
N (3.0503, -0.4934, 5.8976)  0.118
C (-0.8185, -1.8648, 4.0310)  -0.500
O (-0.5502, -0.9582, 4.9703)  0.093
O (-1.7338, -2.6435, 4.1616)  0.078
H (-0.9607, -3.2848, 1.8230)  0.076
H (0.2122, -2.5371, 0.9158)  -0.016
H (0.5293, -0.9333, 2.6795)  0.121
H (0.9994, -3.8516, 3.3876)  0.123
H (1.6088, -2.5513, 4.3948)  0.099
H (2.3162, -3.0026, 1.4382)  0.063
H (3.3444, -3.4130, 2.8106)  0.107
H (2.4919, -0.6151, 1.9172)  0.093
H (4.0517, -1.3305, 1.7115)  0.107
H (4.3666, -1.3153, 4.1061)  0.121
H (1.7283, 0.8184, 3.3267)  0.038
H (0.2063, -0.3691, 4.7118)  0.052
H (3.2307, -1.4663, 6.0956)  0.080
H (2.3505, -0.0987, 6.5088)  0.090
C (4.5050, 3.1810, -1.3362)  -0.225
Si (3.3949, 1.7923, -0.7088)  0.234
C (3.0247, 2.1000, 1.1159)  -0.225
C (4.2967, 0.1601, -0.8917)  -0.233
As (1.3264, 1.6098, -1.7556)  0.832
Si (0.2614, 3.7030, -1.6924)  0.245
C (0.9073, 4.8996, -3.0030)  -0.231
C (-1.5443, 3.3344, -1.9580)  -0.216
C (0.4944, 4.4401, 0.0024)  -0.225
Si (1.7799, 1.1925, -4.0124)  0.245
C (2.9761, 2.4038, -4.8344)  -0.222
C (0.1366, 1.2373, -4.9132)  -0.210
C (2.5213, -0.5231, -4.1152)  -0.220
H (5.3895, 3.2846, -0.6998)  0.021
H (3.9690, 4.1323, -1.3317)  0.012
H (4.8328, 2.9906, -2.3606)  0.008
H (3.8138, 1.6883, 1.7524)  0.025
H (2.0735, 1.6334, 1.3846)  0.009
H (2.9300, 3.1641, 1.3376)  0.018
H (5.0017, 0.0462, -0.0610)  0.016
H (4.8725, 0.1309, -1.8208)  0.016
H (3.6008, -0.6848, -0.8737)  -0.017
H (0.6988, 4.5122, -4.0032)  0.012
H (1.9878, 5.0328, -2.9171)  0.007
H (0.4292, 5.8788, -2.9093)  0.020
H (-1.7455, 2.6984, -2.8210)  0.012
H (-2.1180, 4.2605, -2.0684)  0.034
H (-1.9036, 2.8135, -1.0630)  0.006
H (1.5389, 4.6407, 0.2437)  0.010
H (0.0805, 3.7392, 0.7368)  0.001
H (-0.0600, 5.3798, 0.0888)  0.030
H (2.8070, 3.4272, -4.5044)  -0.004
H (2.8673, 2.3725, -5.9230)  0.021
H (4.0088, 2.1388, -4.5914)  0.013
H (-0.3087, 2.2344, -4.8896)  0.020
H (-0.5862, 0.5505, -4.4679)  0.016
H (0.2675, 0.9497, -5.9601)  0.032
H (3.5568, -0.5290, -3.7645)  0.014
H (2.5069, -0.8785, -5.1500)  0.028
H (1.9651, -1.2275, -3.4908)  0.000
C (-3.4759, 2.3056, 4.1196)  -0.221
Si (-2.2484, 2.6898, 2.6974)  0.308
C (-2.9296, 4.2950, 1.9361)  -0.202
C (-0.6609, 3.1548, 3.6389)  -0.201
C (-1.9740, 1.4916, 1.3895)  -0.351
H (-3.5614, 3.1210, 4.8480)  0.002
H (-3.1562, 1.4049, 4.6523)  0.005
H (-4.4709, 2.1039, 3.7110)  0.006
H (-3.1928, 5.0472, 2.6874)  0.010
H (-3.8314, 4.0669, 1.3586)  0.018
H (-2.2015, 4.7311, 1.2483)  -0.006
H (-0.8627, 3.8532, 4.4586)  0.012
H (0.0793, 3.6113, 2.9761)  -0.002
H (-0.1980, 2.2624, 4.0807)  -0.008
H (-1.6053, 0.4972, 1.6645)  -0.133
H (-2.8537, 1.4448, 0.7333)  -0.098
Br (-8.0109, -3.0590, 3.2545)  0.696
C (-6.4679, -2.8055, 2.1682)  -0.684
C (-5.2158, -2.7997, 2.7436)  -0.093
C (-4.1245, -2.6242, 1.8978)  -0.113
N (-4.2412, -2.4764, 0.5812)  0.013
C (-5.4639, -2.4602, 0.0544)  -0.124
C (-6.6188, -2.6243, 0.8070)  -0.114
H (-5.0699, -2.9116, 3.8080)  0.105
H (-3.1281, -2.5861, 2.3199)  0.079
H (-5.5220, -2.3054, -1.0193)  0.113
H (-7.5947, -2.6055, 0.3438)  0.097
C (0.9690, -5.9158, -2.7744)  -0.207
Si (0.1608, -4.2087, -2.7712)  0.353
C (0.3043, -3.4892, -4.5009)  -0.185
C (-1.6677, -4.4869, -2.4308)  -0.188
C (0.9568, -3.1403, -1.5546)  -0.351
C (1.5174, -2.3266, -0.8024)  -0.159
H (0.5045, -6.5772, -3.5115)  0.015
H (0.8776, -6.3798, -1.7897)  0.018
H (2.0335, -5.8344, -3.0060)  0.018
H (-0.1246, -4.1624, -5.2488)  0.025
H (1.3516, -3.3090, -4.7541)  0.016
H (-0.2320, -2.5372, -4.5585)  0.019
H (-2.0216, -5.2105, -3.1735)  0.027
H (-2.2663, -3.5895, -2.5449)  -0.012
H (-1.8517, -4.9028, -1.4370)  0.027

***

Record 2
Molecular formula: C29H68BBrN8O11
Method: DFT, wB97M-V/def2-TZVPD

Computed properties:
Kohn-Sham gap	9.013	eV
SMILES	CCCOCB(Br)COO.CN(C)C=O.CN(C)C=O.CN(C)C=O.CN(C)C=O.CN(C)C=O.CN(C)C=O.CN(C)C=O.CN(C)C=O
total energy	-136335.6099	eV
charge	0

Each line ends with the Löwdin charge.
Positions of all 118 atoms, in Å:
C (1.1187, 0.9923, 1.7380)  -0.092
C (0.5202, 1.6312, 0.4792)  -0.233
C (-0.9213, 2.0595, 0.6353)  -0.229
O (-1.7180, 0.9205, 0.9379)  -0.189
C (-3.0813, 1.1118, 0.6887)  -0.233
B (-4.0265, 0.0707, 1.3526)  -0.708
Br (-3.3358, -1.3490, 2.4045)  0.866
C (-5.6054, 0.1401, 1.1416)  -0.195
O (-6.2770, 0.6128, 2.3133)  -0.182
O (-5.7174, 1.8749, 2.6647)  -0.032
H (1.8135, 0.1889, 1.4789)  0.066
H (0.3479, 0.5505, 2.3722)  0.068
H (1.6905, 1.7295, 2.3040)  0.054
H (0.5776, 0.9730, -0.3917)  0.085
H (1.0962, 2.5288, 0.2348)  0.098
H (-1.0332, 2.8045, 1.4373)  0.132
H (-1.2711, 2.5160, -0.3011)  0.118
H (-3.2860, 1.0916, -0.4012)  0.136
H (-3.4189, 2.1074, 1.0332)  0.128
H (-6.0292, -0.8573, 1.0008)  0.118
H (-5.8885, 0.7582, 0.2748)  0.114
H (-5.9535, 2.4394, 1.9102)  0.104
C (-10.6358, 0.7614, 3.8040)  -0.353
O (-11.7632, 0.4053, 4.0863)  0.010
N (-10.1408, 1.9907, 4.0579)  -0.199
C (-8.7903, 2.3644, 3.6958)  -0.063
C (-11.0030, 2.9548, 4.7152)  -0.047
H (-9.9074, 0.0984, 3.3074)  0.134
H (-8.2131, 2.6501, 4.5772)  0.095
H (-8.7974, 3.2073, 2.9991)  0.091
H (-8.2943, 1.5222, 3.2197)  0.058
H (-11.3239, 2.5860, 5.6901)  0.092
H (-11.8983, 3.1426, 4.1213)  0.091
H (-10.4538, 3.8851, 4.8450)  0.083
C (0.8851, 0.4710, -3.4405)  -0.340
O (0.2592, 1.2766, -2.7754)  0.002
N (1.7723, 0.8071, -4.3965)  -0.191
C (2.4623, -0.1816, -5.1936)  -0.061
C (2.0190, 2.2208, -4.6281)  -0.023
H (0.7736, -0.6182, -3.3097)  0.137
H (3.5442, -0.1051, -5.0652)  0.088
H (2.2304, -0.0604, -6.2538)  0.090
H (2.1483, -1.1771, -4.8830)  0.083
H (2.4368, 2.6894, -3.7358)  0.088
H (1.0881, 2.7299, -4.8659)  0.060
H (2.7110, 2.3340, -5.4591)  0.093
C (4.7498, 3.1067, 1.3953)  -0.336
O (3.6271, 3.2212, 1.8597)  0.001
N (5.0102, 2.6421, 0.1563)  -0.180
C (6.3608, 2.5287, -0.3569)  -0.069
C (3.8995, 2.2413, -0.6832)  -0.046
H (5.6574, 3.3683, 1.9564)  0.125
H (6.4803, 3.1375, -1.2557)  0.073
H (6.5911, 1.4890, -0.6052)  0.090
H (7.0715, 2.8698, 0.3873)  0.061
H (3.2162, 3.0751, -0.8549)  0.089
H (3.3239, 1.4386, -0.2197)  0.081
H (4.2929, 1.8971, -1.6389)  0.081
C (-3.9293, -7.1069, 1.6840)  -0.347
O (-3.9284, -6.6505, 0.5540)  0.002
N (-4.1505, -6.3786, 2.7972)  -0.195
C (-4.1245, -6.9816, 4.1115)  -0.057
C (-4.4098, -4.9573, 2.6604)  -0.064
H (-3.7384, -8.1687, 1.8989)  0.108
H (-5.0880, -6.8710, 4.6148)  0.087
H (-3.3536, -6.5254, 4.7367)  0.090
H (-3.8987, -8.0426, 4.0120)  0.080
H (-5.2984, -4.7859, 2.0511)  0.092
H (-3.5726, -4.4574, 2.1732)  0.061
H (-4.5614, -4.5265, 3.6478)  0.083
C (-2.2465, -10.5596, 1.2869)  -0.348
O (-2.3284, -10.0873, 2.4060)  -0.004
N (-2.8620, -11.6928, 0.8963)  -0.198
C (-2.7409, -12.2088, -0.4489)  -0.061
C (-3.6749, -12.4049, 1.8660)  -0.042
H (-1.6561, -10.0858, 0.4862)  0.138
H (-3.7158, -12.2622, -0.9378)  0.090
H (-2.2969, -13.2066, -0.4485)  0.089
H (-2.1018, -11.5468, -1.0308)  0.083
H (-4.4840, -11.7716, 2.2311)  0.092
H (-3.0750, -12.7080, 2.7246)  0.092
H (-4.0963, -13.2878, 1.3902)  0.085
C (-1.1570, 4.0998, -5.5576)  -0.359
O (-0.3929, 4.6567, -6.3228)  0.010
N (-2.4741, 3.9236, -5.7868)  -0.197
C (-3.3263, 3.2365, -4.8416)  -0.058
C (-3.0365, 4.4412, -7.0208)  -0.044
H (-0.8317, 3.6759, -4.5921)  0.122
H (-3.7805, 2.3520, -5.2937)  0.089
H (-4.1243, 3.8911, -4.4839)  0.088
H (-2.7296, 2.9174, -3.9879)  0.082
H (-2.5509, 3.9892, -7.8863)  0.092
H (-2.8959, 5.5206, -7.0865)  0.092
H (-4.1001, 4.2140, -7.0449)  0.084
C (8.4665, 5.7930, -0.8136)  -0.346
O (8.7697, 4.6254, -0.9650)  0.005
N (7.9675, 6.5806, -1.7882)  -0.199
C (7.6121, 7.9628, -1.5549)  -0.062
C (7.7819, 6.0079, -3.1092)  -0.041
H (8.5694, 6.3123, 0.1536)  0.135
H (6.5513, 8.1337, -1.7492)  0.090
H (8.1943, 8.6313, -2.1927)  0.089
H (7.8152, 8.2151, -0.5154)  0.082
H (7.0947, 5.1619, -3.0709)  0.085
H (8.7298, 5.6498, -3.5120)  0.093
H (7.3744, 6.7707, -3.7690)  0.086
C (7.8013, 0.3662, 2.5119)  -0.334
O (7.4423, 1.5225, 2.3971)  0.007
N (9.0673, -0.0505, 2.3113)  -0.197
C (9.4560, -1.4349, 2.4568)  -0.063
C (10.0626, 0.9402, 1.9356)  -0.036
H (7.1091, -0.4465, 2.7868)  0.137
H (10.2167, -1.5504, 3.2318)  0.089
H (9.8530, -1.8322, 1.5201)  0.089
H (8.5854, -2.0248, 2.7395)  0.082
H (10.1503, 1.7078, 2.7049)  0.093
H (9.7867, 1.4347, 1.0038)  0.092
H (11.0220, 0.4426, 1.8110)  0.085